69
Properties=species:S:1:pos:R:3:nbo_charge:R:1 method="wB97M-V/def2-TZVPD" smiles=CCCC[C@@H](CN[C@H](C)CNC)NC[C@H]1CC[C@H](C(C)(C)C)CC1 orbital_gap_ev=8.97 e_above_lowest_kcal_mol=3.9 e_homo_ev=-8.152 e_tot_ha=-991.4327
C -4.705 -1.860 -1.958 -0.5979
C -3.434 -1.142 -1.520 -0.3948
C -3.436 -0.864 -0.018 -0.4019
C -2.127 -0.273 0.502 -0.3946
C -1.761 1.103 -0.076 -0.0501
C -2.866 2.147 0.179 -0.2245
N -3.480 2.037 1.490 -0.6396
C -2.688 2.446 2.638 -0.0735
C -3.485 2.102 3.895 -0.6054
C -2.300 3.946 2.634 -0.2389
N -1.005 4.168 2.004 -0.6391
C 0.110 3.986 2.915 -0.4199
N -0.469 1.526 0.464 -0.6844
C 0.605 1.618 -0.506 -0.1857
C 1.151 0.238 -0.888 -0.2330
C 1.737 -0.470 0.330 -0.4015
C 2.269 -1.852 -0.041 -0.3934
C 3.361 -1.743 -1.112 -0.2113
C 4.049 -3.093 -1.450 -0.0188
C 5.231 -2.848 -2.397 -0.6077
C 3.093 -4.090 -2.108 -0.6172
C 4.611 -3.727 -0.170 -0.6089
C 2.759 -1.040 -2.334 -0.4017
C 2.227 0.343 -1.966 -0.3803
H -5.581 -1.259 -1.721 0.1989
H -4.695 -2.044 -3.030 0.2046
H -4.800 -2.815 -1.446 0.1995
H -2.567 -1.756 -1.772 0.1915
H -3.349 -0.204 -2.071 0.1887
H -3.613 -1.807 0.506 0.1976
H -4.258 -0.193 0.233 0.2037
H -2.195 -0.177 1.584 0.2112
H -1.308 -0.959 0.279 0.1992
H -1.667 1.010 -1.168 0.1812
H -3.665 1.987 -0.551 0.1987
H -2.439 3.146 -0.012 0.1750
H -4.354 2.554 1.494 0.3526
H -1.773 1.850 2.621 0.2062
H -4.372 2.731 3.967 0.1965
H -2.880 2.249 4.787 0.2072
H -3.803 1.064 3.852 0.2223
H -3.060 4.501 2.075 0.1955
H -2.307 4.327 3.668 0.1690
H -0.967 5.110 1.623 0.3624
H 0.124 2.953 3.261 0.1996
H 1.038 4.184 2.381 0.2038
H 0.059 4.645 3.794 0.1683
H -0.574 2.426 0.921 0.3995
H 1.412 2.199 -0.050 0.1869
H 0.294 2.143 -1.429 0.1561
H 0.325 -0.363 -1.282 0.1915
H 0.969 -0.552 1.099 0.2264
H 2.551 0.135 0.736 0.1889
H 2.661 -2.326 0.858 0.2065
H 1.445 -2.462 -0.416 0.1927
H 4.146 -1.089 -0.710 0.1936
H 5.907 -2.102 -1.984 0.2049
H 5.790 -3.770 -2.543 0.2054
H 4.897 -2.508 -3.374 0.2051
H 3.608 -5.034 -2.279 0.2079
H 2.741 -3.722 -3.068 0.2067
H 2.233 -4.286 -1.473 0.2071
H 5.254 -4.568 -0.423 0.2055
H 5.201 -3.005 0.391 0.2051
H 3.816 -4.101 0.469 0.2069
H 3.508 -0.929 -3.119 0.2058
H 1.936 -1.637 -2.731 0.1954
H 3.047 0.966 -1.599 0.1905
H 1.817 0.826 -2.857 0.2024

***

80
Properties=species:S:1:pos:R:3:lowdin_spin:R:1 method="wB97M-V/def2-TZVPD" spin_multiplicity=3 orbital_gap_ev="6.27 / 7.47" e_above_lowest_kcal_mol=0.0 e_homo_ev="-8.968 / -10.097" e_tot_ha=-3037.8923 charge=+1 s_squared=2.01
Ti -0.046 0.096 -0.742 1.1335
P 0.861 2.338 -0.346 0.0202
P -0.301 -1.996 -2.046 0.0260
N -1.075 0.910 -2.276 0.0672
C -0.394 3.203 -1.405 0.0167
H -1.080 3.725 -0.724 0.0005
H 0.152 3.970 -1.966 0.0016
C -1.241 2.383 -2.384 0.0116
H -2.323 2.452 -2.120 0.0017
H -1.144 2.790 -3.437 0.0004
C -1.481 0.141 -3.493 0.0097
H -0.771 0.193 -4.369 0.0011
H -2.422 0.636 -3.815 0.0019
C -1.724 -1.269 -3.000 0.0148
H -1.968 -1.914 -3.836 0.0015
H -2.586 -1.257 -2.318 0.0003
C -1.088 -3.553 -1.395 0.0003
C -1.702 -3.284 -0.019 0.0064
H -2.427 -2.460 -0.024 0.0005
H -0.921 -3.050 0.719 0.0044
H -2.220 -4.191 0.323 0.0003
C 0.816 -2.494 -3.425 0.0012
C 2.165 -2.994 -2.903 0.0002
H 2.914 -2.871 -3.693 0.0000
H 2.132 -4.058 -2.647 0.0001
H 2.523 -2.445 -2.025 0.0002
C 2.488 3.012 -0.903 -0.0006
C 3.619 2.623 0.053 0.0001
H 4.574 2.830 -0.445 0.0000
H 3.608 1.558 0.312 -0.0001
H 3.603 3.217 0.974 0.0001
C 0.531 2.961 1.379 0.0002
C 1.383 2.207 2.397 0.0055
H 0.920 2.287 3.389 0.0000
H 2.390 2.635 2.473 0.0003
H 1.489 1.138 2.167 0.0053
C 1.656 -0.686 0.000 0.3158
C 0.146 -3.463 -4.405 0.0000
H -0.869 -3.767 -4.135 0.0000
H 0.083 -3.004 -5.396 0.0000
H 0.738 -4.375 -4.522 0.0001
C 2.492 4.515 -1.228 -0.0005
H 3.472 4.944 -0.992 -0.0001
H 2.323 4.684 -2.297 0.0000
H 1.747 5.096 -0.676 0.0000
C 0.642 4.477 1.543 -0.0009
H 0.321 4.749 2.559 -0.0002
H 1.673 4.833 1.435 0.0000
H -0.003 5.035 0.854 0.0000
C -0.152 -4.767 -1.350 0.0000
H 0.782 -4.542 -0.815 0.0000
H -0.661 -5.573 -0.803 0.0000
H 0.091 -5.159 -2.347 0.0000
H -1.897 -3.752 -2.119 -0.0005
H -0.528 2.677 1.522 0.0005
H 0.997 -1.537 -3.940 0.0002
H 2.642 2.460 -1.846 0.0001
O 2.659 -1.154 0.470 0.2516
H 0.750 0.774 -2.546 0.0115
H 1.429 0.582 -2.454 0.0148
C -1.716 -2.827 3.747 0.0006
C -0.533 -1.887 3.739 0.0018
N -0.542 -0.926 2.605 0.0281
C -1.600 -0.185 2.254 0.0124
S -1.886 0.361 0.613 0.0057
N -2.563 0.130 3.144 -0.0015
C -2.360 0.379 4.603 0.0003
C -1.156 1.220 4.951 0.0000
H -2.668 -2.288 3.731 0.0000
H -1.683 -3.433 4.657 0.0001
H -1.681 -3.508 2.889 0.0000
H -0.464 -1.305 4.664 0.0001
H 0.403 -2.451 3.649 0.0003
H 0.178 -1.050 1.890 0.0262
H -3.340 0.628 2.719 0.0000
H -3.274 0.892 4.930 0.0000
H -2.345 -0.596 5.101 0.0000
H -1.181 2.179 4.423 0.0000
H -1.163 1.434 6.025 0.0000
H -0.212 0.716 4.726 0.0000

***

16
Properties=species:S:1:pos:R:3:nbo_charge:R:1 method="wB97M-V/def2-TZVPD" spin_multiplicity=3 orbital_gap_ev="5.41 / 8.89" e_above_lowest_kcal_mol=65.1 e_homo_ev="-9.503 / -15.295" e_tot_ha=-284.0457 charge=+1 s_squared=2.01
C -1.301 -0.135 -0.234 0.2227
C -1.878 0.579 0.890 -0.7066
C 1.284 0.158 -1.301 -0.5256
N -1.676 -0.664 -1.207 -0.5643
N 0.768 0.460 -0.012 -0.0035
N 1.346 -0.316 1.052 -0.6251
H -2.310 -0.025 1.651 0.2526
H -1.144 1.110 1.397 0.2081
H -2.549 1.225 0.467 0.2489
H 0.478 0.651 -1.906 0.2717
H 2.287 0.605 -1.225 0.2528
H 1.277 -0.956 -1.655 0.2290
H -1.190 -1.032 -2.092 0.3870
H 2.385 -0.074 1.277 0.4550
H 1.301 -1.359 0.842 0.4359
H 0.923 -0.226 2.055 0.4615

***

13
Properties=species:S:1:pos:R:3:nbo_charge:R:1 method="wB97M-V/def2-TZVPD" smiles="N=C=CN.C=C=O" orbital_gap_ev=8.52 e_above_lowest_kcal_mol=92.2 e_homo_ev=-7.770 e_tot_ha=-340.6480
N -0.680 -1.577 -0.968 -0.6497
C -1.355 -0.672 -0.563 0.3679
C -2.151 0.291 -0.219 -0.2708
N -1.620 1.606 0.333 -0.8149
H -0.653 -2.513 -0.560 0.3819
H -3.194 0.173 -0.370 0.2230
H -2.135 1.550 1.263 0.3581
H -0.585 1.502 0.373 0.3877
C 2.829 -0.456 0.156 -0.7761
C 1.995 0.532 0.140 0.7403
O 1.175 1.358 0.069 -0.4908
H 2.975 -1.015 1.074 0.2670
H 3.398 -0.780 -0.729 0.2765

***

17
Properties=species:S:1:pos:R:3:nbo_charge:R:1 method="wB97M-V/def2-TZVPD" smiles="[H]/N=N/[C@](C)([SiH3])C=C" orbital_gap_ev=9.37 e_above_lowest_kcal_mol=88.9 e_homo_ev=-8.816 e_tot_ha=-557.2700
H -2.901 1.894 -0.186 0.3201
N -2.111 1.610 0.379 -0.3257
N -1.359 1.099 -0.492 -0.1438
C -0.330 0.244 -0.105 -0.3464
C 0.282 -0.202 -1.472 -0.6273
Si -1.062 -1.432 0.555 0.8689
C 0.643 0.910 0.858 -0.1893
C 1.963 1.148 0.691 -0.3830
H -0.483 -0.619 -2.168 0.2237
H 0.626 0.730 -1.959 0.2254
H 0.992 -1.015 -1.352 0.2102
H -2.073 -1.019 1.601 -0.1603
H -0.012 -2.039 1.274 -0.1468
H -2.019 -2.053 -0.310 -0.1385
H 0.297 0.939 1.961 0.2138
H 2.678 1.469 1.496 0.2099
H 2.354 1.290 -0.286 0.1891

***

46
Properties=species:S:1:pos:R:3:nbo_charge:R:1 method="wB97M-V/def2-TZVPD" smiles="N[C@@H](C=O)CCS.O.O.O.O.O.O.O.O.O.O" orbital_gap_ev=9.43 e_above_lowest_kcal_mol=0.0 e_homo_ev=-9.148 e_tot_ha=-1450.3771
N -0.521 0.964 -0.646 -0.8798
C 0.700 0.729 0.103 -0.1681
C 0.408 0.218 1.500 0.4534
O -0.677 -0.187 1.831 -0.5669
C 1.557 -0.458 -0.524 -0.4048
C 2.597 0.260 -1.390 -0.5453
S 3.741 -0.862 -2.175 -0.0326
H -0.739 0.308 -1.379 0.4019
H -1.310 1.176 -0.054 0.3941
H 1.361 1.601 0.091 0.2181
H 1.250 0.083 2.235 0.1207
H 2.198 -0.919 0.237 0.2187
H 0.987 -1.173 -1.090 0.2408
H 3.029 1.114 -0.876 0.2146
H 2.033 0.840 -2.160 0.2214
H 4.377 -1.184 -0.995 0.1462
O -1.690 -3.682 -2.188 -0.9570
H -1.904 -4.262 -1.451 0.4807
H -0.988 -3.118 -1.814 0.4953
O 4.598 -0.355 1.342 -0.9688
H 4.653 0.467 0.854 0.4904
H 4.042 -0.353 2.132 0.4865
O -4.132 0.047 -0.326 -1.0094
H -3.659 -0.486 -1.020 0.4942
H -4.116 0.973 -0.601 0.4753
O 0.506 4.350 0.904 -0.9802
H 0.146 4.006 0.049 0.5069
H -0.338 4.447 1.381 0.4799
O 2.897 3.367 1.645 -0.9911
H 1.950 3.597 1.489 0.4981
H 3.337 4.210 1.474 0.4661
O -3.513 -1.903 1.643 -0.9843
H -3.334 -1.330 0.883 0.5019
H -4.297 -1.520 2.052 0.4800
O -0.314 -2.735 -0.079 -1.0304
H 0.528 -3.183 0.100 0.4724
H -0.736 -2.880 0.836 0.5074
O -2.634 -1.160 -2.139 -0.9722
H -2.244 -2.008 -1.814 0.5030
H -3.363 -1.475 -2.694 0.4864
O -1.025 3.657 -1.369 -1.0066
H -0.859 2.684 -1.279 0.5030
H -0.832 3.969 -2.255 0.4836
O -0.975 -2.869 2.388 -0.9657
H -1.942 -2.989 2.483 0.5166
H -0.754 -1.973 2.664 0.5056